Molecular formula: C19H46FN2O8P2
Method: DFT, ωB97M-V with the def2-TZVPD basis set

XYZ file:
```
78
C19H46FN2O8P2 ωB97M-V with the def2-TZVPD basis set
C -0.09658 -2.99416 1.42495
C 0.69851 -2.54944 0.10203
C -0.12462 -2.84296 -1.26044
F -1.54865 -2.75860 -1.10685
P 0.62420 -1.84093 -2.73497
P -0.50043 -2.97564 -4.26028
N -2.04777 -2.64050 -4.43822
N -0.55233 -0.48106 -2.61362
C -0.37601 0.37497 -3.78758
C 0.67372 1.60412 -3.78859
O -1.01375 0.24629 -4.86453
C -0.60354 0.23279 -1.35793
C -2.02931 0.29438 -0.59187
O 0.32110 0.88151 -0.82111
H 0.68974 -3.42941 2.14766
H -0.88948 -3.78384 1.24288
H -0.49207 -2.04626 1.92183
H 1.65697 -3.17259 0.01433
H 0.97426 -1.45583 0.23128
H 0.11822 -3.94325 -1.50269
H 1.25133 -1.11344 -3.83323
H 1.64385 -2.89549 -2.82434
H 1.52264 -1.15862 -1.83562
H 0.12082 -2.67366 -5.54407
H -0.23822 -4.39940 -4.07076
H -2.30717 -1.95303 -3.72377
H 1.17790 1.73674 -4.80131
H 1.50949 1.44151 -3.02402
H 0.13930 2.60174 -3.57577
H -2.40602 1.35532 -0.45785
H -1.92905 -0.30155 0.37110
H -2.79543 -0.25090 -1.24347
C 5.99682 -4.70145 3.05398
O 5.50473 -3.70704 3.93418
C 4.49441 -2.88684 3.35974
C 3.29864 -2.72444 4.29579
O 2.53676 -3.91087 4.53084
C 3.16379 -4.94783 5.28632
C 3.47706 -4.60152 6.74057
O 4.52798 -3.64696 6.83111
C 4.30490 -2.65301 7.81302
H 6.76058 -4.27280 2.39952
H 6.44575 -5.49552 3.65521
H 5.19646 -5.14470 2.45275
H 4.15042 -3.28549 2.40007
H 4.93893 -1.90204 3.17666
H 2.60627 -2.02522 3.81556
H 3.58091 -2.25354 5.23725
H 4.04210 -5.32564 4.76458
H 2.44276 -5.77158 5.29439
H 3.81197 -5.50560 7.26268
H 2.55902 -4.22944 7.21527
H 3.26596 -2.30569 7.81067
H 4.94340 -1.79845 7.57866
H 4.57186 -3.03564 8.80231
C -5.10540 8.07177 -1.77774
O -5.10178 6.82661 -2.45067
C -4.55922 6.88919 -3.76327
C -3.55627 5.76467 -4.01554
O -2.34824 5.83611 -3.25914
C -2.43724 5.61413 -1.84998
C -2.86036 4.20698 -1.43437
O -4.22727 3.96463 -1.74630
C -4.46507 2.66973 -2.27113
H -5.98137 8.65365 -2.07817
H -5.15627 7.87755 -0.70402
H -4.19235 8.64324 -1.97453
H -4.07610 7.85344 -3.95277
H -5.39393 6.78548 -4.46630
H -3.24548 5.83930 -5.06293
H -4.01718 4.78220 -3.91820
H -3.05722 6.37634 -1.37943
H -1.42339 5.77591 -1.47031
H -2.74988 4.10299 -0.34860
H -2.20285 3.48339 -1.93508
H -3.69167 2.37311 -2.98789
H -5.42048 2.68996 -2.80016
H -4.52408 1.94210 -1.45770
```

The LUMO energy comes out at 2.3 eV. Its charge is -1. As for the HOMO-LUMO gap: 6.4 eV. The spin multiplicity is 1. The energy comes out at -61096.5940 eV.

Mulliken atomic charge list, values in e, 5 entries: number 1, C, carries -0.84; number 2, C, carries -0.18; number 3, C, carries -0.32; number 4, F, carries -0.39; number 5, P, carries -0.82

Molecular formula: C19H46LiN2O15P
Method: DFT, ωB97M-V with the def2-TZVPD basis set

XYZ file:
```
84
C19H46LiN2O15P ωB97M-V with the def2-TZVPD basis set
C 3.45692 4.12054 -0.45762
N 2.38992 4.16854 0.69138
C 2.95692 4.97554 1.65138
C 1.10092 4.44554 0.00538
C 2.22792 2.72354 1.19238
C 1.37892 2.48254 2.42738
O 1.08292 1.16154 2.59738
H 3.09392 3.34154 -1.15162
H 4.56192 4.11954 -0.14362
H 3.46592 4.92154 -0.92162
H 2.30192 5.14754 2.25638
H 3.21192 5.85454 1.24138
H 3.95092 4.74454 2.05838
H 0.08692 4.42554 0.50438
H 0.84892 3.71854 -0.82162
H 1.11892 5.27254 -0.39362
H 3.19892 2.27154 1.42238
H 1.84092 2.14154 0.48738
H 0.33492 2.91154 2.50338
H 1.97792 2.85354 3.20938
H 0.32292 1.07254 1.89438
C -6.63408 -0.17746 1.32838
N -5.32708 -0.99746 1.28038
C -5.76908 -2.35546 1.79238
C -4.90608 -1.05546 -0.15462
C -4.25808 -0.44546 2.01938
C -2.86008 -1.19846 2.13738
O -2.06608 -0.34146 2.85338
H -6.65208 0.82254 1.07338
H -7.03208 -0.06346 2.24938
H -7.48908 -0.36446 0.84738
H -4.94908 -3.03246 1.77238
H -6.44708 -2.89346 1.23938
H -5.90208 -2.17246 2.94738
H -4.03608 -1.74746 -0.27362
H -4.54608 -0.29746 -0.51962
H -5.83508 -1.56746 -0.72462
H -4.70508 -0.28346 2.95438
H -4.04908 0.59254 1.60738
H -2.54708 -1.36046 1.07438
H -3.24308 -2.03546 2.78738
H -1.43508 0.08654 2.18038
Li -0.87308 -0.12646 -0.46362
P -1.60108 1.88254 -0.01862
O -0.64008 1.65954 -1.08462
O -0.76908 1.02154 0.98538
O -2.53308 0.87654 -0.43362
O -2.10608 3.26554 0.52238
C -2.46408 -0.42346 -3.45062
O -2.01908 -1.77546 -3.51462
C -1.15108 -2.28046 -2.58162
O -0.56508 -1.69646 -1.74562
O -0.87108 -3.48046 -2.85562
C 0.25292 -4.23146 -2.29962
H -1.56308 0.33854 -3.35062
H -3.07908 -0.28246 -2.62162
H -2.83408 -0.01046 -4.37062
H 0.82592 -4.63946 -3.18262
H -0.00108 -5.10946 -1.48062
H 0.99692 -3.65446 -1.77062
C 6.50992 1.00354 -2.94362
O 5.26392 0.33454 -3.19162
C 4.17892 0.55354 -2.43162
O 4.25992 1.14754 -1.30262
O 3.05492 0.12254 -2.86162
C 1.71992 0.43254 -2.27562
H 6.68892 2.10254 -3.28362
H 7.43492 0.70154 -3.59562
H 6.55992 0.88054 -1.83262
H 1.38192 1.45854 -2.51062
H 1.68892 0.26654 -1.26462
H 0.84092 -0.17146 -2.73062
C 3.72692 -5.59146 0.58438
O 3.56792 -4.31146 1.14638
C 2.27892 -3.87746 1.22938
O 1.30092 -4.52046 0.75238
O 2.17292 -2.66146 1.64138
C 0.91292 -1.95046 1.71238
H 3.24692 -6.16946 1.09238
H 4.77592 -5.78346 0.63538
H 3.49892 -5.71746 -0.47962
H 0.28492 -2.58746 1.19238
H 1.01392 -1.17746 1.10038
H 0.40792 -1.80446 2.60938
```

The LUMO energy comes out at 0.1 eV. As for the HOMO-LUMO gap: 6.2 eV. The spin multiplicity is 1. The relative energy (zero: lowest compared OMol25 entry of this formula, charge and spin) is 3.493 eV. The energy comes out at -63624.1392 eV.

Mulliken atomic charge list, values in e, 5 entries: number 1, C, carries -1.11; number 2, N, carries 0.34; number 3, C, carries -1.51; number 4, C, carries -1.08; number 5, C, carries 0.37

Molecular formula: C19H46NO11
Method: DFT, ωB97M-V with the def2-TZVPD basis set

XYZ file:
```
77
C19H46NO11 ωB97M-V with the def2-TZVPD basis set
C -2.65984 1.60107 1.56319
N -1.93484 0.43235 1.12919
O -2.40527 -0.74085 1.82730
C -2.02938 0.20226 -0.29949
C -1.03943 1.08986 -1.12308
O -1.51142 1.54116 -2.18549
O 0.10305 1.23214 -0.64099
H -2.92301 1.50700 2.62255
H -3.57550 1.78812 0.97144
H -2.01798 2.48428 1.47212
H -3.32553 -0.57319 2.08851
H -1.79503 -0.85065 -0.48079
H -3.04515 0.40151 -0.68203
C 3.56944 2.97870 3.27958
O 2.32503 2.36123 3.05775
C 2.12246 1.96728 1.69466
C 2.36251 0.49586 1.48979
O 3.73127 0.13655 1.72342
C 3.95250 -0.45220 2.98266
H 3.70730 3.06651 4.35822
H 4.39521 2.39286 2.86382
H 3.59776 3.98437 2.84044
H 2.77344 2.55184 1.03673
H 1.08804 2.17638 1.42043
H 2.11478 0.25350 0.45607
H 1.70171 -0.08642 2.13826
H 3.55418 -1.47412 3.01747
H 3.49591 0.12984 3.78857
H 5.03128 -0.49346 3.14331
C -3.14679 1.67013 -6.20279
O -1.76684 1.38080 -6.24205
C -1.33445 0.59469 -5.12758
C -1.13762 -0.84825 -5.52471
O -2.35514 -1.48623 -5.90554
C -2.53390 -1.56024 -7.30026
H -3.41846 2.10324 -7.16684
H -3.74509 0.76924 -6.03632
H -3.37359 2.39198 -5.41079
H -2.03168 0.68097 -4.29345
H -0.38448 1.00245 -4.77836
H -0.73553 -1.39448 -4.66754
H -0.41360 -0.91868 -6.34522
H -1.85451 -2.29725 -7.74856
H -2.37075 -0.59182 -7.78137
H -3.56077 -1.87806 -7.48256
C -7.29824 -1.07848 6.49055
O -6.18018 -1.90723 6.73829
C -5.90162 -2.81493 5.68415
C -4.77591 -2.33404 4.79568
O -5.12558 -1.15390 4.09490
C -4.57762 0.02679 4.65352
H -7.30530 -0.30595 7.25799
H -7.23922 -0.60452 5.50785
H -8.23157 -1.64977 6.55597
H -6.80002 -2.98388 5.08077
H -5.61384 -3.76839 6.13750
H -4.55687 -3.10678 4.05292
H -3.87126 -2.17320 5.39059
H -3.49883 0.07061 4.46899
H -4.75963 0.09483 5.72922
H -5.05411 0.87016 4.15588
C 6.15022 -0.24570 -0.22438
O 7.28411 0.08829 -1.01473
C 7.76086 -0.97667 -1.81018
C 7.28229 -0.87739 -3.24428
O 5.88349 -1.04920 -3.35279
C 5.15718 0.16329 -3.46929
H 5.74478 0.67431 0.18624
H 5.37519 -0.73529 -0.81594
H 6.43649 -0.90332 0.60379
H 7.45517 -1.94100 -1.38887
H 8.85580 -0.93388 -1.79929
H 7.75664 -1.67122 -3.83167
H 7.58772 0.08612 -3.66779
H 5.30384 0.60936 -4.45942
H 5.45229 0.88372 -2.70375
H 4.10344 -0.07505 -3.34206
```

The LUMO energy comes out at 2.5 eV. Its charge is -1. As for the HOMO-LUMO gap: 7.3 eV. The spin multiplicity is 1. The energy comes out at -44456.6552 eV.

Mulliken atomic charge list, values in e, 5 entries: number 1, C, carries -1.11; number 2, N, carries 0.25; number 3, O, carries -0.47; number 4, C, carries -0.68; number 5, C, carries 0.49